{
  "formula": "C44H88O33",
  "method": "wB97M-V/def2-TZVPD",
  "spin_multiplicity": 1,
  "smiles": "CCOC(=O)OC.CCOC(=O)OC.CCOC(=O)OC.CCOC(=O)OC.CCOC(=O)OC.CCOC(=O)OC.CCOC(=O)OC.CCOC(=O)OC.CCOC(=O)OC.CCOC(=O)OC.CCOC(=O)OC",
  "relative_energy_ev": 2.476,
  "charge": 0,
  "elements": ["C", "C", "O", "C", "O", "O", "C", "H", "H", "H", "H", "H", "H", "H", "H", "C", "C", "O", "C", "O", "O", "C", "H", "H", "H", "H", "H", "H", "H", "H", "C", "C", "O", "C", "O", "O", "C", "H", "H", "H", "H", "H", "H", "H", "H", "C", "C", "O", "C", "O", "O", "C", "H", "H", "H", "H", "H", "H", "H", "H", "C", "C", "O", "C", "O", "O", "C", "H", "H", "H", "H", "H", "H", "H", "H", "C", "C", "O", "C", "O", "O", "C", "H", "H", "H", "H", "H", "H", "H", "H", "C", "C", "O", "C", "O", "O", "C", "H", "H", "H", "H", "H", "H", "H", "H", "C", "C", "O", "C", "O", "O", "C", "H", "H", "H", "H", "H", "H", "H", "H", "C", "C", "O", "C", "O", "O", "C", "H", "H", "H", "H", "H", "H", "H", "H", "C", "C", "O", "C", "O", "O", "C", "H", "H", "H", "H", "H", "H", "H", "H", "C", "C", "O", "C", "O", "O", "C", "H", "H", "H", "H", "H", "H", "H", "H"],
  "xyz": [[30.582, -3.983, -20.172], [32.030, -3.714, -19.892], [32.686, -3.310, -21.115], [32.691, -2.056, -21.473], [32.253, -1.122, -20.842], [33.253, -1.915, -22.677], [33.598, -0.624, -23.137], [30.071, -3.063, -20.455], [30.073, -4.233, -19.232], [30.427, -4.857, -20.801], [32.601, -4.575, -19.553], [32.196, -2.872, -19.216], [34.357, -0.857, -23.888], [34.236, -0.077, -22.437], [32.850, 0.045, -23.549], [21.430, -5.083, -20.502], [22.894, -5.178, -20.098], [23.502, -4.061, -19.451], [23.722, -2.927, -20.099], [23.508, -2.751, -21.275], [24.189, -2.083, -19.205], [24.773, -0.839, -19.544], [20.752, -5.065, -19.648], [21.077, -5.873, -21.162], [21.288, -4.146, -21.044], [23.491, -5.353, -20.996], [23.074, -6.050, -19.473], [25.448, -0.896, -20.394], [25.359, -0.606, -18.654], [24.040, -0.033, -19.605], [27.524, -3.835, -22.248], [26.420, -4.880, -22.292], [26.764, -5.855, -21.312], [26.080, -6.991, -21.239], [25.349, -7.460, -22.057], [26.424, -7.534, -20.073], [25.894, -8.820, -19.749], [27.200, -3.088, -21.515], [27.597, -3.276, -23.179], [28.471, -4.234, -21.901], [26.344, -5.267, -23.311], [25.442, -4.453, -22.061], [25.601, -9.349, -20.651], [25.103, -8.676, -19.014], [26.682, -9.375, -19.240], [28.245, 1.331, -22.207], [27.751, 1.754, -20.810], [28.711, 1.377, -19.818], [28.773, 0.119, -19.440], [28.014, -0.767, -19.776], [29.814, -0.071, -18.659], [30.169, -1.404, -18.323], [27.957, 0.312, -22.453], [29.318, 1.514, -22.172], [27.761, 1.954, -22.960], [26.818, 1.264, -20.538], [27.728, 2.840, -20.821], [31.153, -1.369, -17.860], [30.300, -1.988, -19.237], [29.499, -2.004, -17.708], [29.942, -4.964, -14.800], [30.527, -3.850, -13.974], [31.416, -3.036, -14.733], [31.941, -1.959, -14.166], [31.922, -1.714, -12.996], [32.448, -1.179, -15.123], [33.035, 0.076, -14.740], [29.154, -5.545, -14.329], [30.675, -5.725, -15.096], [29.671, -4.640, -15.808], [31.150, -4.315, -13.204], [29.747, -3.289, -13.461], [33.221, 0.449, -15.747], [33.979, -0.087, -14.225], [32.280, 0.660, -14.221], [19.786, -2.914, -16.807], [21.056, -3.736, -16.692], [20.711, -5.069, -17.150], [21.519, -6.079, -16.819], [22.511, -6.019, -16.150], [21.111, -7.137, -17.534], [21.720, -8.367, -17.214], [19.957, -1.883, -17.120], [19.381, -2.661, -15.815], [18.915, -3.391, -17.250], [21.431, -3.782, -15.672], [21.883, -3.328, -17.272], [22.801, -8.354, -17.400], [21.264, -9.147, -17.813], [21.719, -8.598, -16.145], [24.579, -9.220, -11.945], [24.094, -9.870, -10.649], [23.972, -11.314, -10.835], [25.003, -12.081, -10.459], [26.158, -11.764, -10.390], [24.477, -13.254, -10.105], [25.387, -14.274, -9.708], [25.528, -9.599, -12.314], [24.453, -8.147, -11.797], [23.887, -9.491, -12.747], [23.077, -9.547, -10.455], [24.758, -9.682, -9.810], [24.757, -15.075, -9.325], [26.091, -13.972, -8.936], [25.893, -14.666, -10.591], [24.525, -0.281, -12.901], [25.731, -0.970, -13.492], [26.380, -0.027, -14.370], [27.575, -0.315, -14.842], [28.030, -1.438, -14.911], [28.084, 0.777, -15.412], [29.445, 0.757, -15.782], [24.803, 0.352, -12.055], [23.799, -0.975, -12.475], [24.024, 0.358, -13.627], [25.443, -1.889, -14.003], [26.460, -1.237, -12.729], [30.074, 1.115, -14.963], [29.654, 1.383, -16.643], [29.882, -0.218, -15.999], [18.759, -4.444, -13.674], [20.282, -4.520, -13.359], [20.610, -3.257, -12.781], [21.538, -3.169, -11.864], [22.192, -4.094, -11.435], [21.476, -1.933, -11.337], [22.204, -1.760, -10.131], [18.120, -4.218, -12.822], [18.433, -5.405, -14.068], [18.718, -3.597, -14.357], [20.779, -4.616, -14.321], [20.507, -5.352, -12.697], [23.115, -2.363, -10.108], [21.720, -2.115, -9.219], [22.485, -0.720, -10.005], [27.507, -3.895, -17.990], [26.427, -3.396, -17.056], [26.413, -4.149, -15.846], [25.283, -4.141, -15.166], [24.288, -3.547, -15.484], [25.502, -4.837, -14.055], [24.372, -5.029, -13.207], [27.279, -4.936, -18.231], [28.524, -3.761, -17.614], [27.578, -3.405, -18.965], [25.466, -3.434, -17.574], [26.515, -2.315, -16.917], [23.477, -5.455, -13.651], [24.163, -4.252, -12.479], [24.728, -5.800, -12.514], [33.920, -6.712, -15.717], [33.145, -7.796, -16.441], [31.961, -7.176, -16.980], [31.131, -7.968, -17.648], [31.200, -9.159, -17.718], [30.158, -7.203, -18.173], [29.535, -7.713, -19.349], [34.653, -7.228, -15.094], [33.271, -6.119, -15.075], [34.454, -6.059, -16.403], [32.824, -8.680, -15.891], [33.749, -8.166, -17.275], [29.062, -8.686, -19.222], [30.304, -7.774, -20.122], [28.793, -6.979, -19.648]],
  "atomic_forces_ev_per_a": [[-0.437, -0.359, 1.216], [0.478, 0.902, -0.255], [0.555, -1.214, -0.785], [-0.429, 1.575, 0.047], [-0.075, -0.067, 0.300], [-0.303, -0.788, 0.020], [2.201, 0.295, -0.263], [0.022, -0.436, -0.920], [0.239, -0.151, 0.063], [0.042, 0.312, -0.457], [-0.172, -0.071, 0.004], [-0.253, -0.335, 0.275], [-0.498, 0.088, -0.497], [-0.655, -0.016, 0.579], [-0.577, -0.478, 0.229], [-0.286, 1.187, 0.390], [0.423, -0.914, -1.545], [-0.638, -0.412, 1.270], [-0.541, -0.384, -0.970], [0.366, 0.335, 0.197], [0.035, 0.038, 0.481], [0.362, 0.524, 0.641], [0.143, -0.029, 0.125], [0.512, -0.246, 0.032], [-0.042, -0.031, -0.062], [-0.109, -0.068, -0.164], [0.032, 0.258, 0.425], [-0.224, -0.060, -0.153], [0.218, 0.007, -0.183], [-0.218, -0.270, -0.495], [-1.026, 0.887, 0.777], [0.181, 0.358, -0.981], [0.044, 0.078, 0.124], [0.499, 0.140, 0.291], [-0.566, -0.073, -0.460], [0.132, -0.263, 0.348], [0.282, 0.011, 0.254], [0.393, 0.052, 0.128], [0.219, -0.296, -0.156], [0.059, -0.146, -0.357], [0.051, -0.644, 0.272], [0.049, 0.013, 0.121], [-0.302, 0.035, 0.117], [-0.304, -0.136, -0.323], [0.113, 0.078, -0.126], [-0.684, 0.226, 0.642], [0.149, -0.851, -0.891], [0.606, 0.873, 0.441], [-0.486, -1.362, -0.504], [-0.125, 0.231, -0.115], [0.317, 0.643, 0.633], [0.702, -1.139, -0.799], [0.468, -0.177, 0.186], [0.061, -0.269, -0.521], [0.190, 0.182, 0.004], [-0.250, 0.431, -0.135], [-0.261, -0.015, 0.594], [-0.129, 0.328, 0.224], [-0.142, 0.729, 0.371], [-0.435, 0.826, 0.267], [0.836, -0.604, -1.684], [0.366, -1.062, 1.490], [-0.263, 0.139, -1.314], [-0.526, -0.070, -0.023], [0.151, 0.340, 0.671], [-0.006, -0.639, -0.079], [-0.359, -0.750, -1.093], [-0.300, 0.547, 0.166], [0.402, 0.145, 0.517], [-0.729, 0.359, 0.325], [-0.195, 0.139, 0.263], [0.114, 0.447, -0.318], [0.221, 0.692, 0.345], [-0.200, 0.187, 0.339], [0.398, 0.169, 0.278], [-0.526, 1.186, 1.687], [-0.083, -0.107, -0.030], [0.028, 0.015, 0.330], [0.364, 0.635, -1.339], [-0.111, -0.250, 0.636], [-0.521, -0.061, 0.356], [1.397, -0.470, 0.462], [0.096, -0.323, -0.937], [0.331, -0.436, 0.065], [0.440, -0.067, -0.747], [0.031, 0.005, -0.195], [-0.056, -0.250, -0.308], [-0.121, 0.218, -0.476], [-0.210, 0.096, 0.070], [-0.703, 0.067, -0.022], [-1.096, -0.459, 0.098], [0.576, -0.779, -1.230], [-0.043, 0.351, 0.303], [-0.621, 0.392, 0.373], [0.143, 0.015, -0.047], [0.107, -0.136, 0.039], [-0.205, -0.678, -0.308], [0.404, 0.502, 0.523], [0.708, 0.130, -0.285], [-0.239, 0.037, 0.128], [-0.007, 0.033, 0.273], [-0.016, 0.074, 0.077], [0.005, 0.092, 0.073], [0.006, 0.293, -0.150], [0.273, 0.142, 0.127], [-0.070, 0.426, 0.605], [0.191, -0.314, 0.180], [-0.554, 0.753, 0.429], [-0.134, -1.564, -1.240], [0.375, 0.661, 0.576], [-0.111, 0.308, 0.154], [1.727, -0.232, 0.266], [0.172, 0.159, -0.166], [0.059, -0.250, -0.335], [-0.032, -0.175, -0.125], [0.124, 0.237, -0.362], [-0.053, -0.112, 0.097], [-0.331, 0.283, 0.200], [-0.596, 0.164, -0.022], [-0.723, -0.273, -0.059], [1.209, 0.257, 0.381], [-1.636, -0.352, -0.081], [-0.219, 0.537, -0.790], [-0.480, -0.881, 1.512], [0.067, 0.572, -0.200], [0.252, -0.073, 0.025], [1.258, -0.431, 0.808], [0.315, 0.005, 0.262], [-0.041, 0.198, -0.489], [-0.743, -0.449, -0.212], [0.312, -0.252, 0.426], [0.335, 0.148, 0.113], [0.100, 0.161, -0.516], [-0.820, 0.142, -0.353], [-0.273, 0.119, -0.280], [0.247, -0.548, -0.235], [-0.481, 1.051, -1.558], [0.739, 0.012, -0.576], [0.331, 0.477, -0.061], [-0.540, 0.003, 0.303], [-0.739, 0.043, -0.027], [0.547, -1.391, 1.720], [0.448, -0.154, 0.189], [-0.178, -0.466, 0.474], [-0.700, 0.450, 0.180], [-0.088, -0.614, 0.237], [0.404, -0.071, 0.812], [0.060, 0.509, -0.612], [-0.035, 0.774, -0.822], [0.004, -0.216, -0.219], [-0.053, -0.774, 0.431], [-0.070, 0.098, -0.656], [0.095, 0.406, -0.190], [-0.564, 0.412, 0.246], [0.206, -0.525, -0.359], [0.282, 0.091, 0.232], [0.159, 0.116, -0.418], [0.099, 0.231, 0.067], [-0.014, 0.018, 0.021], [-0.130, 0.028, -0.086], [0.217, 0.261, 0.478], [-0.113, -0.062, -0.032], [0.126, 0.014, 0.250], [-0.147, -0.184, -0.113], [-0.022, -0.008, 0.122]]
}



{
  "formula": "C4H15O8",
  "method": "wB97M-V/def2-TZVPD",
  "spin_multiplicity": 1,
  "total_energy_ha": -763.357393,
  "charge": -1,
  "elements": ["O", "C", "O", "C", "C", "C", "O", "H", "H", "H", "H", "H", "H", "H", "O", "H", "H", "O", "H", "H", "O", "H", "H", "O", "H", "H", "O"],
  "xyz": [[-2.104, 0.860, -0.525], [-1.817, 1.863, 0.235], [-1.884, 3.035, 0.121], [-1.173, 1.288, 1.584], [0.164, 1.974, 1.832], [1.254, 1.599, 0.864], [2.239, 2.346, 1.037], [-1.054, 0.152, 1.507], [-2.004, 1.405, 2.319], [0.083, 3.056, 1.787], [0.516, 1.775, 2.906], [1.110, 1.010, -0.041], [-2.302, -2.109, 2.047], [-1.439, -1.497, 1.026], [-1.612, -1.584, 1.902], [-2.079, -2.003, -0.938], [-1.466, -0.551, -0.618], [-1.250, -1.509, -0.819], [-0.042, -2.127, -1.716], [0.493, -2.069, -3.061], [0.553, -2.618, -2.364], [2.131, -1.905, -0.457], [1.926, -2.601, -1.647], [2.694, -2.271, -1.087], [2.548, 0.171, -2.440], [2.348, 1.304, -1.285], [2.170, 1.005, -2.169]],
  "atomic_forces_ev_per_a": [[-0.506, 1.098, -0.818], [1.651, -5.779, 1.830], [-0.777, 3.600, -1.083], [-0.715, -0.890, -0.817], [-1.076, -1.440, 2.056], [1.197, 4.329, 1.795], [-0.401, -2.449, -1.517], [0.103, 2.465, 0.156], [1.021, 0.269, 0.049], [-0.104, 0.093, -0.250], [-0.105, 0.071, -1.447], [-0.113, -0.669, 0.154], [-4.354, -3.356, 0.649], [0.614, -0.072, -4.276], [3.488, 2.219, 4.121], [0.402, 0.587, -0.046], [-0.761, 1.016, -0.325], [0.074, -1.111, 0.084], [0.109, -0.627, -0.178], [-0.028, 2.810, -4.152], [-0.952, -2.426, 3.694], [-0.937, 1.401, 2.405], [1.198, 0.087, -0.153], [0.659, -1.244, -1.839], [0.415, -0.250, 0.938], [0.828, -0.421, 0.415], [-0.928, 0.686, -1.445]]
}



{
  "formula": "C4H10FN",
  "method": "wB97M-V/def2-TZVPD",
  "spin_multiplicity": 1,
  "smiles": "CC[C@H](F)CN",
  "relative_energy_ev": 0.864,
  "charge": 0,
  "elements": ["C", "C", "C", "F", "C", "N", "H", "H", "H", "H", "H", "H", "H", "H", "H", "H"],
  "xyz": [[2.236, -0.232, -0.271], [1.104, 0.357, 0.418], [-0.260, 0.328, -0.392], [-0.801, 1.574, -0.049], [-1.250, -0.585, 0.273], [-2.494, -0.171, -0.261], [2.264, 0.272, -1.234], [3.152, 0.063, 0.194], [2.288, -1.370, -0.411], [0.905, 0.226, 1.516], [1.298, 1.419, 0.465], [-0.203, 0.210, -1.516], [-1.170, -0.468, 1.326], [-1.119, -1.580, 0.000], [-2.686, 0.733, 0.066], [-3.264, -0.776, -0.124]],
  "atomic_forces_ev_per_a": [[1.457, -2.225, -1.016], [-2.668, 1.402, 0.496], [1.649, -0.235, 1.857], [-0.095, 1.088, -0.729], [-0.142, 0.661, -1.254], [-0.833, -0.332, -0.988], [0.147, -0.409, -0.462], [0.757, -0.019, 0.480], [-0.368, 1.596, 0.175], [0.236, -0.978, -1.020], [0.241, 0.545, -0.313], [0.049, 0.257, 1.321], [0.222, 0.027, 1.173], [0.657, -1.949, -0.311], [-0.691, 1.180, 0.252], [-0.619, -0.607, 0.341]]
}